Computed, not measured: 5 unconnected molecules or ions with the total composition C42H95NO6PS2 at a distorted geometry, with ωB97M-V with the def2-TZVPD basis set.

Positions of all 147 atoms, in Å:
C -1.468562 -8.308398 -3.600144
C -0.281738 -7.372328 -3.849949
C 0.559269 -7.143315 -2.589911
C 1.481927 -5.933150 -2.730277
C 0.725351 -4.596766 -2.827764
C 1.401359 -3.453991 -2.077426
C 0.516802 -2.201180 -1.999761
C 1.305183 -1.010498 -1.441732
N 1.325937 0.183577 -2.320073
C 2.337507 1.141679 -1.813557
C 3.755137 0.638006 -2.133760
C 4.615845 0.300226 -0.908811
C 4.703112 1.413751 0.153262
C 6.126554 1.941972 0.440076
C 6.462430 1.931846 1.931685
C 7.700977 2.748684 2.378200
C 8.520008 3.411087 1.268051
C 0.044885 0.765256 -2.419222
S -1.056743 0.239385 -3.484991
S -0.334653 2.193805 -1.399911
C -1.489489 1.715549 -0.075243
C -1.732338 0.242376 0.282163
C -1.289436 -0.035894 1.722144
C -2.039698 -1.154668 2.428832
C -3.412767 -0.811803 2.969285
O -3.753142 -1.974275 3.694445
P -3.188176 -3.432431 2.804777
C -2.605369 -4.959832 1.832316
C -2.360467 -6.245681 2.638096
C -3.656908 -6.887550 3.181061
C -1.328334 -6.097273 3.754251
O -2.206169 -2.336117 1.724777
H -1.197008 -9.087211 -2.881747
H -2.307069 -7.751455 -3.179519
H -1.795232 -8.812209 -4.511731
H -0.663786 -6.409857 -4.203961
H 0.353718 -7.783654 -4.641620
H -0.126962 -6.968006 -1.754411
H 1.143126 -8.050339 -2.405739
H 2.076724 -6.095638 -3.637912
H 2.183134 -5.897326 -1.891107
H -0.295691 -4.745795 -2.454588
H 0.633596 -4.313118 -3.880854
H 2.296719 -3.172833 -2.648782
H 1.704387 -3.770901 -1.073996
H 0.192452 -1.977596 -3.016543
H -0.338364 -2.431667 -1.360199
H 0.978624 -0.748457 -0.424706
H 2.345983 -1.328946 -1.351476
H 2.165200 2.087176 -2.325704
H 2.198702 1.280644 -0.736587
H 4.286152 1.393279 -2.722833
H 3.685957 -0.243281 -2.777124
H 5.613945 0.007232 -1.246555
H 4.189014 -0.594119 -0.443845
H 4.076363 2.261459 -0.136353
H 4.271694 1.049350 1.089843
H 6.211170 2.960136 0.049697
H 6.857183 1.344477 -0.114268
H 6.561918 0.893088 2.258224
H 5.587187 2.329986 2.455148
H 7.397299 3.508658 3.101862
H 8.368553 2.079080 2.928574
H 8.699519 2.738016 0.429262
H 8.010779 4.298888 0.885139
H 9.479117 3.747368 1.666824
H -2.423521 2.241214 -0.273179
H -1.051559 2.199242 0.801559
H -1.294787 -0.462617 -0.424765
H -2.810951 0.066810 0.247512
H -1.481579 0.866218 2.317657
H -0.214615 -0.250518 1.749374
H -1.457218 -1.363375 3.350750
H -4.168473 -0.694627 2.176762
H -3.403425 0.038736 3.663466
H -4.324151 -3.253885 1.919595
H -3.970707 -4.219486 3.732128
H -2.046792 -3.492994 3.684732
H -3.380129 -5.184965 1.089186
H -1.680015 -4.692430 1.312643
H -1.937322 -6.975912 1.933636
H -3.825046 -6.572634 4.211513
H -3.567564 -7.976377 3.119971
H -4.505232 -6.579015 2.566997
H -0.403015 -5.644122 3.388575
H -1.712719 -5.483358 4.571479
H -1.075845 -7.077830 4.178094
C -4.269603 3.729892 3.641894
C -2.752151 3.774050 3.665485
O -2.168162 4.287303 2.480933
C -2.507950 5.612565 2.121735
C -2.126823 6.654341 3.160342
H -4.619524 3.136546 2.795973
H -4.640142 3.273212 4.560254
H -4.708860 4.726263 3.563022
H -2.362341 2.759462 3.754344
H -2.396327 4.328984 4.542069
H -3.576370 5.686096 1.883326
H -1.962100 5.802869 1.196165
H -2.657514 6.510021 4.102843
H -2.370096 7.651624 2.790264
H -1.056088 6.611293 3.366339
C -3.171757 -11.414642 3.294628
C -4.496658 -10.826206 2.841565
O -5.435590 -11.790763 2.388319
C -5.826009 -12.765127 3.334404
C -6.482269 -12.197251 4.582344
H -2.713583 -11.989836 2.488270
H -2.492713 -10.610658 3.580792
H -3.286050 -12.075292 4.155829
H -4.325267 -10.168229 1.990346
H -4.932279 -10.207741 3.632940
H -4.975360 -13.400997 3.609313
H -6.536760 -13.401612 2.805008
H -5.802347 -11.561966 5.150740
H -6.802642 -13.010217 5.236006
H -7.355158 -11.599734 4.315627
C -0.011244 5.205013 -3.235116
C -0.989749 5.790857 -2.233476
O -0.385517 6.527521 -1.180877
C 0.387677 7.644597 -1.570101
C -0.382408 8.705458 -2.338557
H 0.704189 4.557260 -2.728220
H -0.552829 4.611353 -3.972292
H 0.547451 5.975952 -3.770918
H -1.526206 4.980990 -1.738918
H -1.740224 6.403820 -2.747199
H 1.264902 7.323002 -2.145185
H 0.761826 8.068304 -0.636950
H -0.766105 8.326332 -3.286960
H 0.270540 9.552938 -2.556966
H -1.231663 9.062905 -1.753871
C 3.566749 13.643884 -5.079972
C 3.281767 12.795436 -3.852042
O 2.230717 11.863183 -4.021706
C 2.411377 10.897668 -5.042398
C 3.632691 10.013997 -4.852932
H 2.669474 14.182326 -5.388627
H 4.349425 14.369741 -4.855417
H 3.905735 13.042760 -5.924704
H 2.957496 13.435901 -3.031293
H 4.195704 12.290950 -3.517427
H 2.433321 11.376601 -6.028254
H 1.512239 10.281375 -5.011388
H 4.562807 10.583042 -4.887176
H 3.673546 9.263333 -5.643033
H 3.587074 9.502697 -3.890133

Force components x, y, z for each atom (eV/Å):
0.20 -0.04 0.07
-0.15 -0.06 0.06
-0.22 0.25 -0.32
0.08 -0.16 -0.17
-0.01 -0.27 0.07
-0.12 0.25 -0.38
0.46 -0.42 0.14
0.11 -0.51 -0.22
-0.16 0.68 0.71
0.16 -0.65 -0.38
0.36 0.12 0.01
-0.40 -0.21 0.06
0.21 0.03 0.05
-0.04 0.03 -0.14
-0.21 0.34 0.05
0.24 -0.38 0.00
-0.18 0.24 0.15
-0.37 -0.24 -0.35
-0.16 -0.05 0.01
0.54 0.43 0.12
-0.23 -0.08 0.25
-0.48 0.12 0.23
-0.10 -0.32 -0.38
0.38 0.29 0.48
-0.38 -0.85 0.52
0.02 0.02 -0.19
-0.34 -0.27 0.01
-0.05 0.01 0.40
0.01 -0.19 -0.17
0.41 0.21 -0.29
0.02 -0.12 0.17
0.11 -0.07 -0.03
-0.02 0.00 -0.04
-0.03 -0.10 0.01
-0.09 0.12 0.00
0.08 -0.07 -0.09
0.03 0.10 0.03
0.13 -0.16 0.12
-0.08 0.04 0.23
0.15 0.14 0.12
-0.05 -0.03 -0.01
0.07 0.12 0.06
-0.14 0.07 0.07
0.15 -0.12 0.26
0.03 -0.01 -0.06
-0.20 0.05 0.21
-0.17 0.16 -0.21
-0.07 0.13 -0.10
0.00 0.14 0.00
0.00 0.05 0.18
0.04 0.19 -0.05
-0.09 0.03 0.02
-0.04 0.05 -0.01
-0.01 0.08 0.01
0.07 0.01 0.02
-0.01 -0.06 -0.03
0.02 -0.01 -0.05
0.05 -0.05 0.03
0.00 0.03 0.05
-0.03 0.03 0.00
0.03 -0.09 0.02
0.01 0.01 -0.07
-0.02 0.03 0.00
0.08 0.01 0.06
0.02 -0.08 -0.10
0.02 -0.05 -0.07
-0.02 -0.13 -0.13
0.01 0.13 -0.22
0.03 0.07 0.04
0.06 -0.07 -0.18
0.21 -0.06 0.01
0.00 0.14 0.02
0.04 0.10 -0.07
0.21 0.50 -0.16
-0.05 0.15 -0.17
0.10 0.07 0.00
0.01 0.03 -0.06
0.10 0.13 -0.12
0.13 0.08 -0.12
-0.08 0.05 -0.08
0.01 0.01 -0.06
-0.20 -0.11 -0.04
-0.11 0.00 0.25
-0.07 -0.06 0.13
-0.06 0.04 0.02
0.04 0.05 -0.10
-0.02 0.01 -0.05
-0.02 0.06 -0.09
-0.03 -0.03 0.06
0.12 -0.10 -0.08
-0.05 0.04 -0.07
0.03 -0.05 0.06
0.00 -0.02 0.02
0.01 -0.03 -0.01
0.01 0.00 0.05
0.02 0.01 -0.02
-0.02 0.04 -0.01
-0.01 0.00 0.05
0.01 -0.02 0.01
-0.04 0.02 -0.02
0.01 0.00 -0.02
0.00 0.01 -0.01
-0.03 -0.10 0.00
0.07 0.07 0.03
-0.01 -0.01 -0.07
0.00 -0.06 0.03
0.00 0.08 -0.02
0.01 0.02 0.00
0.00 0.01 -0.03
0.00 0.05 0.03
-0.08 -0.01 -0.02
0.00 -0.02 0.01
0.01 0.03 0.02
0.01 0.01 -0.01
0.02 -0.04 0.02
-0.01 -0.01 -0.01
0.00 0.00 0.00
0.14 0.12 0.02
-0.09 -0.06 -0.06
-0.04 0.00 0.07
0.09 0.02 -0.02
-0.06 -0.01 -0.02
-0.01 -0.01 -0.01
0.00 -0.05 0.04
-0.07 0.02 -0.02
0.02 0.00 0.02
0.03 0.03 0.00
-0.02 0.00 -0.03
-0.01 -0.02 0.01
0.05 0.00 -0.02
0.00 0.01 0.02
0.01 0.00 0.01
-0.06 -0.04 -0.05
0.07 0.03 0.03
-0.09 -0.01 0.04
0.01 -0.09 -0.06
0.03 0.05 0.08
0.01 0.01 0.01
-0.01 0.01 0.02
0.05 0.00 0.02
-0.01 -0.02 0.00
0.00 -0.02 -0.04
0.04 0.02 0.01
-0.02 0.04 0.02
0.00 -0.01 -0.06
-0.02 -0.01 0.01
-0.01 -0.01 -0.01

Summary:
HOMO energy	-4.2	eV
LUMO energy	0.06548	Ha
gap between HOMO and LUMO	6.01	eV
charge	-1